No. 1
Computed, not measured: a molecular structure, C54H69N6O9SbSc at a distorted geometry, with wB97M-V/def2-TZVPD.

Values from the calculation:
Gap between HOMO and LUMO ... 6.133 eV
Total energy ... -4105.894949 Eh
E_LUMO ... 1.65 eV
HOMO level ... -4.49 eV

ORCA input file:
```
! RIJCOSX wB97M-V def2-TZVPD def2/J DEFGRID3
* xyz -1 1
Sc -0.29 -0.63 0.82
C -5.48 4.62 -1.74
O -5.74 4.31 -0.36
C -4.72 4.56 0.52
C -4.96 5.44 1.57
C -3.99 5.67 2.53
C -2.77 5.02 2.44
C -2.53 4.12 1.40
C -3.50 3.88 0.44
N -3.34 2.95 -0.62
C -2.26 2.05 -0.55
N -1.09 2.63 -0.97
C 0.11 2.63 -0.19
C 0.49 1.55 0.58
C 1.61 1.80 1.41
C 2.29 3.00 1.45
C 1.88 4.06 0.64
C 0.79 3.86 -0.18
O 0.26 4.84 -0.99
C 0.72 6.16 -0.81
N -2.36 0.82 -0.21
C -3.66 0.44 0.30
C -3.76 0.28 1.68
C -4.97 -0.02 2.29
C -6.11 -0.16 1.51
C -6.02 0.01 0.15
C -4.82 0.31 -0.48
O -4.96 0.55 -1.82
C -3.85 0.62 -2.71
H -6.22 5.34 -2.07
H -5.59 3.71 -2.34
H -4.49 5.03 -1.88
H -5.93 5.92 1.62
H -4.19 6.35 3.35
H -2.01 5.16 3.19
H -1.60 3.56 1.39
H -4.22 2.51 -0.83
H -1.26 3.55 -1.35
H 1.97 1.01 2.07
H 3.15 3.13 2.11
H 2.40 5.01 0.67
H 1.78 6.25 -1.07
H 0.57 6.49 0.22
H 0.14 6.78 -1.48
H -2.87 0.43 2.28
H -5.01 -0.13 3.37
H -7.07 -0.38 1.97
H -6.91 -0.05 -0.48
H -4.23 0.30 -3.68
H -3.05 -0.04 -2.42
H -3.47 1.65 -2.80
O 1.05 -3.48 -0.41
C 1.28 -2.43 -0.96
O 1.08 -1.24 -0.45
C 1.83 -2.41 -2.36
C 1.97 -1.22 -3.06
C 2.48 -1.21 -4.35
C 2.85 -2.40 -4.96
C 2.69 -3.58 -4.25
C 2.18 -3.61 -2.97
N 3.07 -4.85 -4.90
O 3.50 -4.80 -6.04
O 2.93 -5.88 -4.27
H 1.66 -0.30 -2.58
H 2.59 -0.28 -4.89
H 3.26 -2.43 -5.96
H 2.05 -4.54 -2.43
C -1.36 -1.99 -4.32
C -2.22 -2.26 -3.11
C -3.49 -2.81 -3.25
C -4.27 -3.01 -2.12
C -5.71 -3.46 -2.24
C -3.74 -2.79 -0.86
C -2.42 -2.33 -0.66
C -1.73 -1.98 -1.85
N -1.80 -2.21 0.57
C -2.07 -3.28 1.57
C -3.28 -3.00 2.47
C -2.20 -4.67 0.91
C -0.85 -3.37 2.49
H -1.94 -2.04 -5.24
H -0.55 -2.73 -4.39
H -0.88 -1.01 -4.25
H -3.88 -3.05 -4.24
H -5.98 -3.67 -3.27
H -6.38 -2.68 -1.86
H -5.89 -4.36 -1.65
H -4.39 -2.93 0.00
H -0.76 -1.49 -1.77
H -4.23 -3.01 1.93
H -3.17 -2.02 2.93
H -3.33 -3.75 3.27
H -3.11 -4.79 0.34
H -2.18 -5.44 1.69
H -1.34 -4.82 0.24
H -0.84 -2.52 3.17
H 0.07 -3.40 1.91
H -0.90 -4.27 3.10
O 1.81 -1.49 2.59
C 1.13 -0.85 3.39
C 1.47 -0.60 4.84
C 0.40 0.41 5.27
C -0.56 0.46 4.08
O -1.61 1.08 4.07
N -0.05 -0.29 3.04
H 2.49 -0.24 4.94
H 1.40 -1.54 5.38
H 0.80 1.41 5.42
H -0.15 0.13 6.17
C 5.15 -2.99 -0.84
C 5.70 -2.11 0.29
C 7.12 -1.65 -0.03
Sb 4.20 -0.54 0.65
C 5.05 0.30 2.51
C 5.64 -0.83 3.34
C 6.02 1.47 2.40
C 4.91 0.75 -1.02
C 3.76 1.66 -1.45
C 6.20 1.57 -0.89
H 5.81 -3.85 -1.02
H 5.08 -2.43 -1.78
H 4.15 -3.37 -0.60
H 5.70 -2.69 1.21
H 7.14 -1.10 -0.97
H 7.79 -2.51 -0.13
H 7.53 -1.00 0.75
H 4.15 0.65 3.01
H 6.54 -1.25 2.88
H 4.92 -1.65 3.47
H 5.92 -0.47 4.34
H 6.93 1.19 1.86
H 6.32 1.81 3.40
H 5.57 2.32 1.88
H 5.06 -0.01 -1.79
H 3.66 2.51 -0.77
H 2.80 1.14 -1.45
H 3.93 2.06 -2.46
H 6.02 2.47 -0.29
H 6.53 1.90 -1.88
H 7.01 1.02 -0.43
*
```

No. 2
Computed, not measured: a molecular structure, C54H70N4O2P2RbSb, with wB97M-V/def2-TZVPD.

Values from the calculation:
Gap between HOMO and LUMO ... 7.405 eV
Total energy ... -3416.146384 Eh
E_LUMO ... 0.32 eV
HOMO level ... -7.08 eV

ORCA input file:
```
! RIJCOSX wB97M-V def2-TZVPD def2/J DEFGRID3
* xyz 0 1
Rb 0.34 -0.52 0.98
C -2.39 -4.04 1.04
C -1.02 -4.48 1.45
N -0.45 -5.53 0.99
O -1.27 -6.21 0.05
C -0.25 -3.74 2.46
C 0.90 -4.40 3.15
N -0.62 -2.51 2.64
O 0.09 -1.75 3.44
H -2.41 -3.70 0.01
H -2.71 -3.23 1.69
H -3.08 -4.88 1.11
H -0.76 -7.01 -0.11
H 1.71 -4.62 2.45
H 0.60 -5.35 3.59
H 1.27 -3.74 3.94
C 2.50 -0.72 -3.51
N 1.98 0.62 -3.74
C 0.56 0.70 -3.98
P -0.51 0.25 -2.51
C -1.05 -1.44 -3.02
C -0.86 -2.51 -2.15
C -1.17 -3.81 -2.53
C -1.71 -4.04 -3.78
C -1.93 -2.98 -4.65
C -1.60 -1.69 -4.27
C -1.99 1.26 -2.94
C -1.85 2.65 -2.98
C -2.95 3.47 -3.17
C -4.22 2.91 -3.29
C -4.37 1.54 -3.23
C -3.26 0.72 -3.05
C 2.81 1.51 -4.47
C 2.35 2.22 -5.58
C 3.18 3.11 -6.24
C 4.48 3.30 -5.83
C 4.95 2.59 -4.74
C 4.13 1.71 -4.06
P 2.36 -1.19 -1.72
C 3.61 -0.05 -1.04
C 3.13 1.19 -0.62
C 3.99 2.20 -0.24
C 5.36 1.98 -0.26
C 5.85 0.74 -0.63
C 4.99 -0.28 -1.01
C 3.12 -2.85 -1.67
C 4.13 -3.31 -2.50
C 4.61 -4.61 -2.39
C 4.06 -5.47 -1.44
C 3.04 -5.03 -0.61
C 2.57 -3.73 -0.73
H 3.54 -0.76 -3.83
H 1.93 -1.46 -4.10
H 0.25 0.08 -4.83
H 0.31 1.73 -4.20
H -0.43 -2.34 -1.17
H -1.01 -4.62 -1.83
H -1.96 -5.05 -4.08
H -2.36 -3.16 -5.63
H -1.79 -0.88 -4.96
H -0.87 3.10 -2.85
H -2.82 4.54 -3.20
H -5.08 3.55 -3.43
H -5.35 1.10 -3.32
H -3.40 -0.36 -3.00
H 1.34 2.06 -5.94
H 2.79 3.64 -7.10
H 5.13 4.00 -6.36
H 5.97 2.73 -4.39
H 4.51 1.20 -3.18
H 2.06 1.37 -0.63
H 3.60 3.16 0.08
H 6.04 2.77 0.03
H 6.92 0.55 -0.62
H 5.38 -1.24 -1.30
H 4.57 -2.65 -3.25
H 5.40 -4.95 -3.04
H 4.43 -6.48 -1.37
H 2.60 -5.70 0.11
H 1.76 -3.41 -0.09
N 2.82 -1.46 2.23
C 3.23 -0.25 2.81
C 4.53 0.23 2.63
C 4.90 1.46 3.14
C 3.99 2.25 3.82
C 2.70 1.77 4.01
C 2.32 0.53 3.52
H 3.60 -2.07 2.03
H 2.09 -1.91 2.78
H 5.25 -0.38 2.09
H 5.92 1.81 2.99
H 4.28 3.22 4.22
H 1.98 2.36 4.57
H 1.33 0.14 3.73
C -5.01 -0.62 1.76
C -4.76 0.89 1.80
C -4.86 1.42 0.37
C -5.82 1.55 2.67
Sb -2.67 1.16 2.45
C -2.20 3.25 1.88
C -1.77 3.15 0.40
C -0.98 3.69 2.68
C -3.32 4.26 2.05
C -2.75 1.18 4.64
C -3.42 -0.11 5.10
C -3.43 2.39 5.25
C -1.28 1.10 5.08
H -6.02 -0.81 1.38
H -4.94 -1.08 2.74
H -4.31 -1.13 1.10
H -5.84 1.15 -0.05
H -4.10 0.99 -0.28
H -4.78 2.50 0.33
H -6.81 1.38 2.23
H -5.68 2.63 2.76
H -5.84 1.14 3.68
H -0.95 2.43 0.30
H -1.42 4.12 0.05
H -2.58 2.82 -0.25
H -0.15 2.97 2.62
H -1.20 3.85 3.74
H -0.61 4.64 2.28
H -4.18 4.02 1.42
H -2.96 5.25 1.74
H -3.66 4.34 3.08
H -4.49 -0.12 4.90
H -3.29 -0.20 6.18
H -2.97 -0.99 4.64
H -4.47 2.47 4.93
H -2.92 3.32 5.02
H -3.44 2.28 6.35
H -0.79 0.21 4.67
H -1.23 1.04 6.17
H -0.71 1.98 4.78
*
```